1.
The following is a quantum chemistry calculation of C23H28F6N6O2PPb as an isolated structure in a non-equilibrium geometry, from OMol25.

**LUMO level (alpha / beta)**: -7.603 / -9.082 eV
**Net charge**: +2
**Highest occupied orbital energy (alpha / beta)**: -14.72 / -14.72 eV
**Orbital gap (alpha / beta)**: 7.1176 / 5.6352 eV
**Energy relative to the best compared isomer or geometry (same formula, charge and spin)**: 0.0 kJ/mol
**2S+1**: 2
**Calculated total energy**: -68173.9439 eV

Element x y z (Å)
Pb: 0.551 -1.510 -1.048
P: 3.384 -0.956 1.019
F: 1.684 -1.279 1.148
F: 3.003 -0.429 -0.527
F: 3.527 -2.425 0.425
F: 3.547 -1.449 2.500
F: 3.002 0.553 1.525
F: 4.883 -0.587 0.817
O: 1.047 -4.356 -1.246
O: -0.917 -2.423 2.340
N: -1.683 -1.117 -0.393
N: -1.803 0.914 0.776
N: 0.116 -3.357 0.535
N: 0.906 -5.615 0.660
N: 0.533 0.980 0.021
N: -3.608 -0.543 0.783
C: 0.667 2.172 -0.718
C: -0.434 0.977 1.176
C: 1.758 3.440 1.099
C: -0.307 1.181 -2.784
C: 0.573 2.082 -2.150
C: 2.201 4.646 1.595
C: 1.050 5.827 -0.174
C: -4.254 0.182 1.875
C: 0.997 3.407 -0.092
C: 1.865 5.838 0.958
C: 1.498 2.661 -4.312
C: -2.426 2.151 0.317
C: 0.621 1.775 -4.921
C: 1.493 -6.771 -0.007
C: -4.320 -1.715 0.301
C: -0.294 1.051 -4.155
C: 0.557 -5.664 1.941
C: 0.696 -4.408 -0.076
C: -0.340 -3.362 1.822
C: -2.358 -0.297 0.376
C: -0.042 -4.600 2.575
C: 1.466 2.832 -2.941
C: 0.633 4.630 -0.706
H: 2.213 3.210 -4.909
H: -3.955 -2.625 0.788
H: 1.455 0.805 0.452
H: 2.557 -6.837 0.230
H: -0.997 0.390 -4.644
H: 0.993 -7.679 0.322
H: -2.495 2.873 1.133
H: -2.151 -2.011 -0.498
H: -3.426 1.956 -0.061
H: 1.395 -6.642 -1.080
H: -5.103 0.761 1.510
H: -3.548 0.839 2.369
H: -0.243 -4.607 3.638
H: 0.742 -6.598 2.458
H: -4.225 -1.822 -0.780
H: 2.180 3.493 -2.467
H: -5.375 -1.605 0.535
H: -0.017 4.616 -1.572
H: 2.827 4.656 2.477
H: 0.749 6.757 -0.637
H: 0.643 1.645 -5.995
H: -4.618 -0.537 2.611
H: -0.189 0.091 1.758
H: 2.242 6.778 1.339
H: 2.072 2.523 1.581
H: -1.839 2.603 -0.490
H: -0.299 1.867 1.795
H: -1.057 0.661 -2.198


2.
The following is a quantum chemistry calculation of an isolated ion of composition C23H28N3O2 and charge +1 in a non-equilibrium geometry, from OMol25.

**SMILES**: Cc1ccc([C@H](N(C)C)[N@H+]2CCC[C@H]2CN2C(=O)c3ccccc3C2=O)cc1
**LUMO level**: -3.352 eV
**Net charge**: +1
**Highest occupied orbital energy**: -11.72 eV
**Orbital gap**: 8.3706 eV
**Energy relative to the best compared isomer or geometry (same formula, charge and spin)**: 0.0 kJ/mol
**Calculated total energy**: -32865.2117 eV

Element x y z (Å)
O: 1.649 3.969 1.230
O: -1.065 5.142 4.794
N: 0.511 4.392 3.234
N: 0.704 1.429 4.322
N: 2.343 0.460 2.881
C: 0.687 4.439 1.845
C: -0.528 5.079 1.318
C: -0.673 5.047 3.637
C: -2.223 5.748 -0.226
C: 2.464 -0.698 2.014
C: -4.043 -0.800 1.475
C: -0.058 0.558 2.263
C: 1.512 3.889 4.197
C: 0.978 2.765 5.063
C: 1.825 2.352 6.264
C: -0.802 1.225 1.278
C: -2.099 0.783 0.989
C: 1.127 1.205 2.951
C: -2.995 6.225 0.848
C: -0.974 5.158 0.005
C: -2.552 6.077 2.171
C: -1.312 5.493 2.383
C: -2.623 -0.344 1.637
C: 3.559 1.195 3.193
C: -0.504 -0.662 2.778
C: -1.773 -1.109 2.438
C: 1.004 0.261 5.284
C: 1.456 0.897 6.586
H: 3.568 1.496 4.252
H: -2.125 -2.064 2.835
H: 2.891 2.477 6.022
H: -4.154 -1.663 0.804
H: -0.371 2.088 0.758
H: 2.047 -1.603 2.490
H: 3.674 2.098 2.566
H: 2.412 3.598 3.645
H: 3.542 -0.869 1.866
H: -0.012 3.075 5.444
H: -3.142 6.406 3.025
H: 0.641 0.848 7.326
H: 1.301 2.184 2.509
H: -4.428 -1.106 2.454
H: 1.609 3.036 7.096
H: 2.292 0.330 7.014
H: 0.120 -1.265 3.439
H: -0.315 1.513 4.273
H: 4.395 0.513 3.019
H: -2.710 1.328 0.268
H: 0.093 -0.345 5.378
H: 1.969 -0.565 1.033
H: -0.352 4.757 -0.797
H: -2.606 5.843 -1.246
H: -4.669 0.012 1.104
H: -3.955 6.707 0.644
H: 1.808 -0.323 4.818
H: 1.797 4.709 4.872


3.
The following is a quantum chemistry calculation of C23H28N5O3RuS2 as an isolated structure in a non-equilibrium geometry, from OMol25.

**LUMO level (alpha / beta)**: 0.449 / -2.349 eV
**Highest occupied orbital energy (alpha / beta)**: -5.60 / -8.25 eV
**Orbital gap (alpha / beta)**: 6.0448 / 5.9038 eV
**Energy relative to the best compared isomer or geometry (same formula, charge and spin)**: 62.5 kJ/mol
**2S+1**: 6
**Calculated total energy**: -62146.1899 eV

Element x y z (Å)
Ru: 0.845 -0.700 -0.284
S: 4.262 -1.754 0.514
S: 3.866 -0.823 -1.292
O: 3.951 0.585 -1.048
O: 2.481 -1.285 -1.678
O: 4.868 -1.404 -2.143
N: 0.882 -3.023 -0.214
N: -0.241 -1.333 -1.836
N: 1.691 0.582 1.039
N: 0.416 -1.646 2.055
N: 0.828 0.937 -1.320
C: 1.420 3.220 -1.572
C: -2.906 2.457 2.022
C: 0.921 3.153 -2.862
C: 1.385 2.049 -0.765
C: -0.339 -0.391 -2.831
C: 0.341 2.005 -3.382
C: -1.866 0.602 0.795
C: -0.273 -3.604 -0.929
C: -5.418 1.715 1.104
C: 2.059 0.219 2.389
C: -1.009 -2.548 -1.785
C: -5.272 2.864 1.869
C: -0.871 0.028 0.412
C: 1.871 1.845 0.530
C: -1.052 -0.701 -4.103
C: -3.038 1.321 1.218
C: 0.998 -0.696 3.015
C: 1.286 -3.709 1.015
C: -4.311 0.945 0.782
C: 0.593 -3.086 2.235
C: 2.605 2.890 1.297
C: -4.016 3.224 2.339
C: 0.261 0.848 -2.558
H: -1.198 -2.947 -2.783
H: -3.903 4.110 2.951
H: -2.103 -0.941 -3.916
H: 2.031 3.231 2.165
H: 2.810 3.751 0.667
H: -4.417 0.049 0.184
H: 0.981 4.034 -3.490
H: -0.033 1.982 -4.394
H: 3.022 -0.308 2.390
H: 1.200 -3.292 3.119
H: -1.986 -2.343 -1.326
H: 3.560 2.501 1.657
H: -0.600 -1.560 -4.608
H: -6.400 1.423 0.752
H: 0.065 -4.433 -1.554
H: 0.193 -0.071 3.402
H: 1.671 -2.994 -0.856
H: -0.564 -1.430 1.951
H: -0.385 -3.546 2.389
H: 1.832 4.142 -1.192
H: -1.923 2.734 2.381
H: 1.455 -1.232 3.850
H: 1.067 -4.780 0.965
H: -0.966 -4.009 -0.191
H: 2.358 -3.578 1.118
H: -6.134 3.479 2.096
H: 2.168 1.097 3.027
H: -1.017 0.144 -4.785


4.
The following is a quantum chemistry calculation of C23H28N5O9PbSSe2 as an isolated structure, from OMol25.

**LUMO level**: -3.447 eV
**Net charge**: +1
**Highest occupied orbital energy**: -10.93 eV
**Orbital gap**: 7.4807 eV
**Calculated total energy**: -196949.7478 eV

Element x y z (Å)
Pb: 1.530 1.129 -1.050
Se: 3.504 4.496 0.271
Se: 3.487 3.910 -1.992
S: -5.282 -1.326 0.991
O: -6.373 -0.804 0.208
O: 4.500 1.826 2.107
O: 1.806 -0.196 1.496
O: 2.248 -1.940 -0.595
O: -0.620 -4.530 -1.823
O: -2.755 -4.529 -1.494
O: 1.290 -3.603 0.577
O: -4.236 -0.413 1.402
O: 3.528 1.471 0.123
N: 1.105 2.894 0.760
N: -0.945 -0.446 -1.798
N: 3.653 1.130 -2.540
N: -2.750 -1.701 -1.517
N: -1.689 -3.965 -1.680
C: 4.249 0.005 -2.930
C: -4.155 -2.078 -1.375
C: 3.789 1.177 1.360
C: 5.614 -0.061 -3.170
C: 3.173 -0.118 1.890
C: 1.929 3.844 1.184
C: -5.922 -2.175 2.430
C: 0.017 2.623 1.496
C: 1.695 3.298 -2.222
C: -0.272 3.259 2.682
C: -1.669 -2.540 -1.733
C: -0.576 -1.747 -1.908
C: 4.398 2.212 -2.385
C: 1.687 -2.348 0.394
C: 1.716 4.540 2.370
C: -3.076 0.787 -1.414
C: 0.610 4.232 3.135
C: 6.380 1.079 -2.998
C: 1.272 -1.484 1.570
C: -2.256 -0.442 -1.578
C: 5.758 2.257 -2.605
C: -4.869 -2.292 3.527
C: -4.505 -2.620 0.015
H: 2.416 5.308 2.676
H: 3.258 -0.131 2.976
H: -2.413 1.648 -1.392
H: -4.382 -2.836 -2.113
H: 1.455 -4.132 -0.218
H: -3.774 0.908 -2.245
H: 1.554 3.265 -3.306
H: -0.639 1.850 1.106
H: 0.184 -1.389 1.529
H: 0.436 -2.056 -2.114
H: -1.160 3.000 3.240
H: 6.066 -0.993 -3.480
H: 0.429 4.749 4.067
H: 7.446 1.060 -3.178
H: -6.784 -1.583 2.738
H: 3.746 -0.949 1.467
H: -3.630 -2.961 0.566
H: -3.656 0.747 -0.492
H: 3.619 -0.870 -3.030
H: -4.579 -1.304 3.875
H: 1.081 4.105 -1.821
H: 6.310 3.178 -2.478
H: -6.269 -3.147 2.075
H: 1.528 -1.994 2.502
H: -4.758 -1.199 -1.596
H: -5.269 -2.859 4.367
H: -5.229 -3.429 -0.069
H: -3.974 -2.801 3.167


5.
The following is a quantum chemistry calculation of C23H29AuGeN4O2 as an isolated structure, from OMol25.

**LUMO level (alpha / beta)**: -3.060 / -4.171 eV
**Net charge**: +1
**Highest occupied orbital energy (alpha / beta)**: -10.25 / -10.30 eV
**Orbital gap (alpha / beta)**: 7.1886 / 6.1257 eV
**Energy relative to the best compared isomer or geometry (same formula, charge and spin)**: 107.8 kJ/mol
**2S+1**: 2
**Calculated total energy**: -94579.9859 eV

Element x y z (Å)
Au: 0.071 -0.775 0.756
Ge: -2.347 -0.602 0.771
O: 0.513 -0.522 2.857
O: 2.067 0.330 4.224
N: 4.451 1.801 -1.059
N: 4.588 2.337 1.177
N: 2.352 -1.040 0.930
N: 2.899 3.225 -0.115
C: 1.704 -0.098 3.146
C: 5.687 1.398 1.483
C: -4.431 -2.467 0.052
C: -1.330 -0.516 -3.758
C: -3.494 2.812 -2.332
C: -4.160 -4.795 -0.493
C: -2.404 0.659 -1.920
C: -2.953 -0.064 2.528
C: -3.054 -2.339 0.256
C: -2.761 1.697 -2.815
C: -1.685 0.530 -4.642
C: -3.485 1.865 -0.120
C: -2.241 -3.461 0.080
C: -4.980 -3.688 -0.321
C: -1.682 -0.451 -2.439
C: -2.384 1.605 -4.179
C: 2.745 -0.100 2.002
C: -2.786 0.764 -0.543
C: 5.292 -0.075 1.559
C: -2.789 -4.683 -0.292
C: 3.988 2.462 0.007
C: -3.850 2.896 -1.021
C: 4.151 -0.359 2.536
H: -2.548 -0.759 3.263
H: -3.771 3.596 -3.028
H: 2.929 -0.958 0.102
H: 2.432 -1.999 1.259
H: -4.043 -0.091 2.572
H: -2.601 0.938 2.773
H: 6.064 1.719 2.451
H: -3.779 1.956 0.921
H: 4.283 0.219 3.451
H: 4.083 1.990 -1.976
H: 2.437 3.344 -1.000
H: 5.329 1.315 -1.009
H: 2.655 0.905 1.586
H: -4.417 3.747 -0.662
H: 6.191 -0.596 1.893
H: -4.589 -5.747 -0.784
H: -2.673 2.402 -4.854
H: -1.415 0.465 -5.689
H: -6.049 -3.774 -0.477
H: 4.164 2.808 1.960
H: -0.795 -1.380 -4.135
H: 5.066 -0.479 0.564
H: -2.149 -5.549 -0.423
H: 6.498 1.557 0.771
H: -1.433 -1.275 -1.780
H: 2.506 3.702 0.678
H: 4.191 -1.408 2.843
H: -1.170 -3.386 0.240
H: -5.085 -1.609 0.174


6.
The following is a quantum chemistry calculation of a 13-piece molecular cluster, C23H29Cl36NO6 overall in a non-equilibrium geometry, from OMol25.

**LUMO level**: -0.616 eV
**Highest occupied orbital energy**: -9.29 eV
**Orbital gap**: 8.6759 eV
**Calculated total energy**: -488901.3390 eV

Element x y z (Å)
Cl: -0.427 -6.261 0.960
Cl: 0.235 7.597 -8.146
Cl: -5.131 -7.198 5.929
Cl: -8.822 -2.142 -4.027
Cl: 0.569 9.398 -5.896
Cl: 4.265 -2.045 0.723
Cl: -5.914 -3.666 0.936
Cl: 4.074 8.406 -3.326
Cl: 3.260 -0.492 -7.191
Cl: 0.379 -0.872 -7.165
Cl: 7.581 1.933 4.853
Cl: 2.057 -2.359 -5.322
Cl: 1.285 -3.974 1.286
Cl: -2.256 3.214 -3.747
Cl: 4.751 2.588 4.855
Cl: 5.604 -0.167 5.169
Cl: 4.366 7.980 -6.182
Cl: 1.975 9.906 -8.389
Cl: 5.128 10.525 -5.010
Cl: -6.893 -6.404 0.744
Cl: 2.074 2.352 -6.055
Cl: -4.761 -4.323 6.118
Cl: 1.457 3.441 -3.448
Cl: -6.067 -3.815 -4.955
Cl: 6.740 -3.559 0.596
Cl: 2.452 -6.626 1.143
Cl: 2.390 5.202 -5.562
Cl: -0.763 0.941 -2.727
Cl: -7.072 0.088 -4.666
Cl: -3.274 -3.592 -4.187
Cl: -6.414 -5.443 4.005
Cl: -5.361 -3.214 -2.206
Cl: -4.052 -5.892 1.135
Cl: 5.439 -3.108 3.155
Cl: -7.808 -0.430 -1.904
Cl: -2.847 2.147 -1.109
O: 0.879 2.780 -0.248
O: -0.382 -3.419 4.167
O: 3.034 0.152 2.292
O: 0.310 4.736 0.769
O: 1.500 0.543 -0.204
O: 1.451 -1.519 4.934
N: 2.720 4.314 2.490
C: -8.338 -0.505 -3.583
C: -2.196 -2.939 2.597
C: -1.582 2.439 -2.304
C: -5.545 -5.315 0.395
C: 2.192 3.454 1.552
C: 2.259 0.238 3.458
C: 1.455 3.754 -5.183
C: 5.998 1.516 5.510
C: 2.526 2.208 1.266
C: 1.948 -1.644 -6.930
C: 0.178 -1.412 5.510
C: -5.876 -5.619 5.674
C: -4.912 -3.002 -3.901
C: 1.150 -5.573 0.577
C: -1.480 -3.962 3.466
C: 1.016 3.773 0.650
C: 4.013 9.160 -4.920
C: -0.802 -2.565 5.202
C: 0.502 9.269 -7.657
C: 1.504 -1.084 3.591
C: 3.597 1.387 1.910
C: 1.646 1.668 0.214
C: 5.191 -3.365 1.424
H: -2.737 -3.410 1.789
H: -0.271 -0.455 5.249
H: 2.149 5.146 2.577
H: 0.432 3.919 -5.492
H: 2.046 -2.436 -7.660
H: -4.936 -1.944 -4.126
H: 1.946 -1.843 2.959
H: -1.777 -2.121 5.017
H: 6.030 1.653 6.582
H: 3.985 1.929 2.774
H: 1.233 -5.484 -0.498
H: 1.510 1.033 3.415
H: 4.421 1.231 1.227
H: -0.332 9.862 -8.005
H: 2.846 0.399 4.357
H: -0.856 3.111 -1.869
H: -5.396 -5.304 -0.671
H: -6.742 -5.548 6.318
H: -2.168 -4.493 4.120
H: -0.913 -3.173 6.100
H: 4.625 -4.280 1.301
H: 3.010 9.531 -5.077
H: 0.328 -1.401 6.582
H: 3.636 4.619 2.180
H: -9.198 0.141 -3.690
H: 0.487 -0.930 3.239
H: -1.509 -2.205 2.194
H: -2.938 -2.428 3.204
H: -1.083 -4.726 2.803


7.
The following is a quantum chemistry calculation of a single C23H29ClN4O molecule, from OMol25.

**SMILES**: CCCn1cc([C@@H]2C[C@H]3CN(Cc4cccc(Cl)c4)C(=O)[C@]34CCCN24)c(C)n1
**LUMO level**: 0.724 eV
**Highest occupied orbital energy**: -8.39 eV
**Orbital gap**: 9.1173 eV
**Energy relative to the best compared isomer or geometry (same formula, charge and spin)**: 10.3 kJ/mol
**Calculated total energy**: -44853.1934 eV

Element x y z (Å)
Cl: -6.975 -2.302 -0.850
O: -1.075 1.624 2.104
N: 1.384 1.201 0.283
N: 5.292 -0.574 0.139
N: 5.392 -0.278 -1.152
N: -1.580 -0.014 0.613
C: 7.847 -2.861 1.767
C: -6.502 0.223 -0.024
C: -6.006 -1.065 -0.123
C: -0.933 1.095 1.024
C: -3.960 -0.399 0.932
C: 6.606 -2.472 0.975
C: 1.249 3.524 0.395
C: -0.021 3.056 -0.311
C: 4.167 -0.029 -1.590
C: -1.342 -0.401 -0.755
C: -0.372 0.654 -1.311
C: 4.013 -0.540 0.548
C: -5.713 1.203 0.557
C: 0.968 0.084 -1.774
C: 3.978 0.338 -3.022
C: -2.565 -0.700 1.417
C: 1.755 -0.005 -0.457
C: 2.214 2.381 0.106
C: 0.007 1.538 -0.097
C: 6.451 -0.950 0.899
C: -4.741 -1.384 0.346
C: -4.452 0.897 1.032
C: 3.236 -0.184 -0.538
H: -6.093 2.210 0.640
H: -3.837 1.659 1.487
H: 3.589 1.350 -3.121
H: -2.433 -0.329 2.438
H: -0.911 -1.409 -0.789
H: 2.613 2.466 -0.917
H: 1.610 4.485 0.034
H: -4.374 -2.395 0.257
H: 7.787 -2.479 2.784
H: -2.288 -0.418 -1.309
H: 1.065 3.582 1.467
H: -0.920 3.506 0.107
H: 6.673 -2.867 -0.040
H: -7.488 0.454 -0.395
H: 7.943 -3.943 1.812
H: 6.366 -0.531 1.906
H: -0.859 1.236 -2.095
H: 3.295 -0.350 -3.516
H: 3.054 2.349 0.802
H: 4.946 0.290 -3.514
H: 1.351 -0.849 0.126
H: 8.741 -2.456 1.300
H: 5.717 -2.899 1.444
H: 7.319 -0.513 0.400
H: -2.368 -1.776 1.390
H: 1.445 0.790 -2.450
H: 0.026 3.286 -1.378
H: 0.874 -0.878 -2.275
H: 3.729 -0.746 1.561